No. 1
Density functional theory data (the ωB97M-V functional and the def2-TZVPD basis) for a structure of composition C30H30N3O5Ti in a non-equilibrium geometry.

Last column: Löwdin spin population.
CARTESIAN COORDINATES (ANGSTROEM)
Ti 0.05389 1.62712 -0.02183  1.34
O 1.18341 5.09996 1.61062  0.00
C 0.76274 4.33330 0.77784  0.01
O 0.99352 2.94904 0.84052  0.03
C 0.01098 4.74205 -0.47684  0.01
C 0.75132 4.11152 -1.70440  0.07
C 0.35851 4.54370 -3.10196  0.01
C -1.14469 4.11427 -3.23372  0.01
C -1.40039 3.37060 -1.91664  0.04
O -0.01773 2.66053 -1.57474  0.06
C -1.47440 4.32523 -0.74913  0.00
C -2.19046 3.53635 0.39002  0.01
O -2.85514 4.12156 1.23982  0.01
O -1.81187 2.30200 0.45943  0.03
H 0.12940 5.84581 -0.55306  0.00
H 1.84172 3.88723 -1.59251  0.00
H 0.43495 5.62415 -3.34700  0.00
H 0.96911 4.09739 -3.86791  0.00
H -1.77683 4.97783 -3.43415  0.00
H -1.28301 3.44631 -4.04486  0.00
H -2.16513 2.65688 -1.88480  0.00
H -2.13842 5.15527 -0.94821  0.00
C 1.07029 -3.71261 3.38756  0.00
C 0.84569 -4.51208 2.14647  0.00
C 1.47559 -5.71856 1.93145  0.00
C 1.40770 -6.42242 0.66328  0.00
C 0.73203 -5.81950 -0.42107  0.00
C 0.11332 -4.59894 -0.23130  0.00
C 0.16304 -3.95270 1.01970  0.00
N -0.35653 -2.62066 1.19316  0.02
C -0.04075 -1.47145 0.45040  0.06
N 0.95860 -1.69977 -0.50852  0.01
C 1.75593 -0.64991 -1.02692  0.04
C 1.78521 0.61537 -0.42733  0.04
C 2.94773 1.36188 -0.51732  0.03
C 3.80560 1.04220 -1.62032  0.02
C 3.45278 0.06478 -2.55511  0.05
C 2.46128 -0.88772 -2.22574  0.00
C 2.42763 -2.21086 -2.97155  0.00
N -0.69916 -0.30315 0.53928  0.03
C -2.00528 -0.37942 1.09323  0.01
C -2.97582 -1.05504 0.38162  0.01
C -4.21892 -1.20447 0.91285  0.00
C -4.43309 -0.96317 2.24811  0.00
C -3.46734 -0.27087 2.98865  0.00
C -2.25583 0.17207 2.37993  0.00
C -1.31469 1.15072 3.10031  0.01
H 1.12597 -2.61638 3.24015  0.00
H 1.96626 -4.10016 3.89458  0.00
H 0.27896 -3.82624 4.13561  0.00
H 1.99309 -6.18013 2.75723  0.00
H 1.86638 -7.41873 0.55791  0.00
H 0.65441 -6.34349 -1.36474  0.00
H -0.35272 -4.09810 -1.08019  0.00
H -0.93111 -2.45798 2.00130  0.00
H 1.38091 -2.62271 -0.60300  0.00
H 3.29345 2.05969 0.26382  0.00
H 4.74981 1.55328 -1.69310  0.00
H 4.01499 -0.00005 -3.50947  0.00
H 2.16690 -3.11917 -2.40400  0.00
H 3.40011 -2.35296 -3.49662  0.00
H 1.64828 -2.15352 -3.73111  0.00
H -2.68237 -1.38160 -0.62348  0.00
H -5.08716 -1.49651 0.28194  0.00
H -5.39206 -1.11898 2.66802  0.00
H -3.69463 0.11345 3.98840  0.00
H -1.46836 2.17058 2.75508  0.00
H -0.23499 0.89309 3.00418  0.00
H -1.56263 1.01478 4.16016  0.00

Cartesian forces (eV/Å) of the 2 atoms listed first:
-0.9 -4.5 2.4
-0.3 0.2 -0.5

Properties
multiplicity	3
HOMO energy (alpha / beta)	-0.0375 / -0.1501	Eh
net charge	-1
expectation value of S²	2.015

No. 2
Density functional theory data (the ωB97M-V functional and the def2-TZVPD basis) for a cluster of 6 separate species, C30H30N6 in total in a non-equilibrium geometry.

Last column: natural (NBO) charge in e.
CARTESIAN COORDINATES (ANGSTROEM)
C 7.59618 0.64174 5.04575  -0.16
C 6.79090 -0.01807 6.00505  -0.26
C 5.92505 0.72151 6.77908  0.03
N 5.73339 2.04998 6.51507  -0.42
C 6.45056 2.64154 5.52127  0.03
C 7.44573 2.01890 4.81486  -0.26
H 8.29058 0.01507 4.50583  0.21
H 6.94612 -1.08167 6.11016  0.22
H 5.50884 0.22551 7.64346  0.20
H 6.30707 3.70913 5.44344  0.19
H 8.00928 2.56340 4.07166  0.22
C -8.77463 -5.60787 -6.22220  -0.16
C -7.38397 -5.82733 -6.13774  -0.27
C -6.71903 -5.27542 -5.05587  0.03
N -7.38255 -4.65425 -4.04136  -0.42
C -8.72054 -4.59473 -4.10661  0.03
C -9.49911 -5.05200 -5.14885  -0.26
H -9.25742 -5.89243 -7.14543  0.21
H -6.78950 -6.34508 -6.87592  0.22
H -5.64276 -5.25708 -4.96806  0.20
H -9.23643 -3.96531 -3.39661  0.19
H -10.55509 -4.84641 -5.24394  0.22
C -5.63365 0.01980 -9.40189  -0.16
C -4.52254 0.50430 -10.12238  -0.26
C -3.86945 1.60070 -9.57400  0.03
N -4.27958 2.16698 -8.39752  -0.42
C -5.31883 1.66547 -7.76669  0.04
C -6.02223 0.57888 -8.20887  -0.26
H -6.06550 -0.90241 -9.76166  0.21
H -4.23827 -0.06581 -10.99448  0.22
H -2.92475 1.84516 -10.03679  0.20
H -5.60530 2.20900 -6.87849  0.19
H -6.86129 0.17989 -7.65824  0.22
C -0.98053 1.81903 0.09839  -0.17
C -0.01206 1.89323 1.03771  -0.27
C 0.66359 0.73836 1.42531  0.04
N 0.41208 -0.49754 0.91122  -0.41
C -0.62842 -0.52696 0.00779  0.03
C -1.36980 0.61697 -0.43770  -0.26
H -1.58453 2.69624 -0.08070  0.21
H 0.15542 2.79779 1.60351  0.22
H 1.46611 0.83829 2.14111  0.19
H -0.92741 -1.50255 -0.34609  0.19
H -2.24960 0.53710 -1.05896  0.22
C 4.72177 -6.88617 6.65626  -0.17
C 4.14883 -6.54117 5.43349  -0.27
C 4.49527 -7.34074 4.30784  0.04
N 5.33820 -8.38418 4.35777  -0.41
C 5.80888 -8.71426 5.58155  0.03
C 5.53798 -8.03561 6.74792  -0.27
H 4.52734 -6.26946 7.52128  0.21
H 3.47003 -5.70263 5.38355  0.22
H 4.02650 -7.19599 3.34570  0.20
H 6.38368 -9.62686 5.63793  0.19
H 5.88813 -8.42031 7.69438  0.22
C 1.40104 10.51644 3.22654  -0.16
C 2.77554 10.22513 3.29882  -0.27
C 3.34512 9.42780 2.30934  0.02
N 2.57084 8.82684 1.31611  -0.41
C 1.21186 9.11091 1.33799  0.02
C 0.62453 9.96579 2.20009  -0.27
H 1.04219 11.18824 3.99226  0.22
H 3.47175 10.64592 4.00918  0.22
H 4.37818 9.11509 2.27210  0.20
H 0.61806 8.53974 0.63974  0.20
H -0.43182 10.17441 2.11651  0.22

Cartesian forces (eV/Å) of the 2 atoms listed first:
-0.8 -0.1 0.4
1.3 0.6 -1.2

Properties
energy relative to the best compared isomer or geometry (same formula, charge and spin)	257.0	kJ/mol
HOMO energy	-0.3486	Eh
SMILES string	c1ccncc1.c1ccncc1.c1ccncc1.c1ccncc1.c1ccncc1.c1ccncc1

No. 3
Density functional theory data (the ωB97M-V functional and the def2-TZVPD basis) for a structure of composition C30H31AuN2O3 in a non-equilibrium geometry.

Last column: Löwdin spin population.
CARTESIAN COORDINATES (ANGSTROEM)
Au -0.96221 0.36923 -1.54195  0.02
C 1.40705 -3.22496 0.01188  0.06
C 0.00538 -2.98219 -0.06522  0.32
C -0.37727 -3.00374 -1.43802  0.03
H -0.66582 -2.84362 0.77828  0.01
C 0.76187 -3.43034 -2.19536  0.30
C 1.87255 -3.50246 -1.30992  0.20
H 2.89843 -3.72599 -1.59108  0.01
H 2.01966 -3.13713 0.91503  0.00
H -1.35030 -2.70126 -1.82325  0.00
H 0.77749 -3.76645 -3.24042  0.02
C 2.61431 1.00247 -0.70677  0.02
C 3.36855 -0.19029 -0.90276  0.00
C 3.10591 -0.66483 -2.22025  0.02
H 4.03058 -0.65664 -0.17126  0.00
C 2.19544 0.22858 -2.83967  0.01
C 1.90585 1.27550 -1.91150  0.01
H 1.26012 2.13268 -2.09563  0.00
H 2.56147 1.57923 0.21480  0.00
H 3.52853 -1.55611 -2.68123  0.00
H 1.76958 0.11719 -3.83340  0.00
O -0.80708 -0.09380 -3.66029  0.01
C -0.55424 -0.60976 -5.11758  0.01
C -2.07929 -0.48774 -5.40565  0.26
C 0.01517 -2.00807 -5.36421  0.11
C 0.28022 0.51352 -5.78943  0.09
C -2.23029 0.21824 -4.07990  0.07
H -2.51144 -1.47887 -5.37825  0.07
H -2.45176 0.04657 -6.27104  0.11
H -2.31968 1.31549 -4.14039  0.01
H -3.01811 -0.22599 -3.44030  0.03
H -0.43220 -2.42286 -6.28450  0.06
H -0.23777 -2.65215 -4.52131  0.01
H 1.10322 -1.98428 -5.50251  0.01
H -0.08127 0.67320 -6.81941  0.05
H 1.34638 0.25029 -5.86925  0.01
H 0.16975 1.44277 -5.22397  0.01
O -1.81651 3.03510 0.00741  0.00
C -1.42478 2.18161 0.77786  0.00
N -1.37515 2.27914 2.19102  0.00
C -0.72173 1.11864 2.79234  0.00
C -0.41803 0.27054 1.52306  0.00
O 0.25427 -0.75739 1.48359  0.02
N -0.94038 0.91365 0.42945  0.00
C 0.49422 1.66391 3.52309  0.00
C 1.78600 1.32300 3.13527  0.00
C 2.88092 1.94563 3.74656  0.00
C 2.67774 2.86024 4.78015  0.00
C 1.37590 3.22558 5.15966  0.00
C 0.28299 2.62329 4.53117  0.00
C -1.68700 0.42328 3.78241  0.00
C -1.27652 -0.17901 4.98961  0.00
C -2.22704 -0.74176 5.86341  0.00
C -3.59275 -0.67573 5.56152  0.00
C -4.00234 -0.04942 4.37889  0.00
C -3.04838 0.50191 3.50988  0.00
H -1.06468 3.22279 2.44461  0.00
H 1.92130 0.55794 2.36995  0.00
H 3.87987 1.68939 3.38848  0.00
H 3.53284 3.29523 5.29879  0.00
H 1.20617 3.97454 5.93854  0.00
H -0.73417 2.91098 4.83165  0.00
H -0.22198 -0.18592 5.28502  0.00
H -1.90268 -1.22376 6.79293  0.00
H -4.33119 -1.11397 6.23880  0.00
H -5.06022 0.02811 4.12581  0.00
H -3.36548 1.06701 2.63478  0.00

Cartesian forces (eV/Å) of the 2 atoms listed first:
1.3 -0.5 0.3
1.6 -0.8 -1.7

Properties
energy relative to the best compared isomer or geometry (same formula, charge and spin)	0.0	kJ/mol
multiplicity	3
HOMO energy (alpha / beta)	0.0976 / -0.0264	Eh
net charge	-2
expectation value of S²	2.019

No. 4
Density functional theory data (the ωB97M-V functional and the def2-TZVPD basis) for a cluster of 4 separate species, C30H31BrClN6O6 in total in a non-equilibrium geometry.

Last column: Mulliken charge in e.
CARTESIAN COORDINATES (ANGSTROEM)
C -1.01363 -3.60627 -1.39583  -1.44
C 0.35100 -2.92988 -1.18317  -0.31
Br 0.34504 -2.14831 0.60371  0.02
N 0.39610 -1.66306 -2.06405  0.10
C 1.81932 -1.23745 -2.03678  -1.35
C 2.55149 -2.54700 -2.35230  0.38
C 4.07049 -2.59635 -2.15491  -1.02
C 4.62517 -1.50069 -1.25468  0.60
N 5.53836 -1.67670 -0.39277  -0.75
C 1.63237 -3.66244 -1.70546  1.39
Cl 0.97530 -4.54696 -3.20957  -0.08
C 2.31387 -4.72348 -0.87238  -0.18
C 2.34423 -4.73675 0.49685  -0.16
C 3.01981 -5.69609 1.21649  -0.61
N 3.69959 -6.66538 0.62399  -0.60
C 3.66276 -6.65490 -0.70311  -0.45
C 3.01796 -5.74832 -1.49640  -0.33
H -0.94788 -4.68088 -1.25240  0.37
H -1.41995 -3.39428 -2.38044  0.40
H -1.71601 -3.25174 -0.64580  0.43
H -0.11170 -0.96981 -1.50089  -0.08
H 0.00225 -1.81268 -2.99251  0.55
H 2.04243 -0.40190 -2.69519  0.44
H 2.13387 -0.86865 -1.06080  0.62
H 2.40082 -2.65498 -3.42226  0.43
H 4.52056 -2.45435 -3.13952  0.34
H 4.44018 -3.55394 -1.79002  0.38
H 4.22738 -0.49183 -1.38884  0.17
H 5.83523 -2.65443 -0.35918  0.26
H 1.84164 -3.96754 1.06173  0.33
H 3.02080 -5.64174 2.29683  0.41
H 4.22581 -7.43511 -1.20804  0.39
H 3.08758 -5.84024 -2.56678  0.47
C 3.14934 5.11632 0.87844  -0.53
C 3.32330 3.75801 1.10644  -0.55
C 3.40214 2.88056 0.03929  0.05
C 3.30855 3.38190 -1.24793  0.11
C 3.12929 4.73289 -1.49336  -0.58
C 3.04861 5.60229 -0.41915  -0.46
N 3.41399 2.46391 -2.38437  0.95
O 3.54980 1.26780 -2.14598  -0.71
O 3.36498 2.92379 -3.49961  -0.60
H 3.09315 5.79991 1.71540  0.41
H 3.39954 3.38300 2.11743  0.41
H 3.53823 1.82415 0.21740  0.42
H 3.05534 5.10986 -2.50307  0.48
H 2.91144 6.66055 -0.59326  0.41
C -4.34886 2.67875 -0.81185  -0.43
C -3.73143 3.62944 -0.01033  -0.59
C -2.38585 3.50915 0.30164  -0.39
C -1.67667 2.43211 -0.19832  0.06
C -2.28171 1.47434 -0.99470  0.19
C -3.62440 1.60124 -1.30208  -0.63
N -0.24773 2.31360 0.11848  0.91
O 0.24454 3.15674 0.82935  -0.53
O 0.37372 1.36866 -0.34979  -0.50
H -5.39795 2.77700 -1.05618  0.39
H -4.29871 4.46789 0.37114  0.43
H -1.90484 4.24837 0.92561  0.50
H -1.71877 0.63696 -1.37765  0.21
H -4.10932 0.86186 -1.92434  0.43
C -5.53175 2.68628 5.39144  -0.45
C -6.28671 1.53484 5.57139  -0.48
C -6.60911 0.73832 4.48424  -0.39
C -6.16469 1.10876 3.22757  -0.13
C -5.41736 2.25479 3.03020  0.01
C -5.10071 3.04729 4.12147  -0.37
N -6.48742 0.25471 2.07597  1.00
O -7.15659 -0.73403 2.28049  -0.59
O -6.06307 0.58164 0.98067  -0.60
H -5.27815 3.30368 6.24329  0.39
H -6.62312 1.25601 6.56039  0.38
H -7.19709 -0.15710 4.62296  0.46
H -5.08108 2.53154 2.04282  0.38
H -4.51510 3.94635 3.98291  0.39

Cartesian forces (eV/Å) of the 2 atoms listed first:
0.1 0.0 0.7
-0.5 0.1 -0.9

Properties
energy relative to the best compared isomer or geometry (same formula, charge and spin)	0.0	kJ/mol
HOMO energy	-0.4389	Eh
net charge	+1